No. 1
{
  "formula": "C13H26NO3",
  "method": "ωB97M-V/def2-TZVPD",
  "elements": ["O", "O", "O", "N", "C", "C", "C", "C", "C", "C", "C", "C", "C", "C", "C", "C", "C", "H", "H", "H", "H", "H", "H", "H", "H", "H", "H", "H", "H", "H", "H", "H", "H", "H", "H", "H", "H", "H", "H", "H", "H", "H", "H"],
  "positions_angstrom": [[0.817, 3.499, -1.151], [-0.689, 2.754, 0.643], [-2.265, -0.571, -1.111], [-0.670, -1.631, 0.211], [-3.151, 2.157, 0.142], [0.621, 3.192, 0.137], [1.883, 3.288, 1.211], [-3.007, 0.821, 1.082], [1.982, -1.502, -2.086], [-2.817, -0.584, 0.259], [-1.730, 2.779, -0.396], [1.850, -1.849, 0.657], [3.697, -0.323, -0.452], [-1.844, -1.577, 1.173], [0.435, -2.645, 0.427], [-1.415, -1.799, -1.118], [2.794, -1.710, -0.676], [2.482, -2.481, 1.447], [-2.189, 1.024, 1.901], [3.576, -2.602, -0.770], [-1.444, 2.165, -1.371], [4.512, -0.182, -1.311], [2.790, -1.120, -2.878], [1.573, -2.513, -2.515], [0.169, -3.205, 1.447], [1.149, -0.678, -2.063], [-0.803, -2.055, -2.082], [-4.037, 0.721, 1.676], [-1.717, -1.081, 2.226], [1.525, 3.767, 2.217], [-1.898, 3.903, -0.732], [-2.188, -2.657, -0.818], [2.726, 3.901, 0.655], [-3.943, -0.932, 0.104], [2.929, 0.578, -0.448], [-2.475, -2.540, 1.383], [2.283, 2.188, 1.383], [4.173, -0.372, 0.621], [-3.792, 1.835, -0.806], [-3.812, 2.968, 0.711], [-0.275, -0.666, 0.300], [0.467, -3.487, -0.392], [1.726, -0.777, 1.162]],
  "energy_ha": -790.9171,
  "smiles": "CC(=O)OCCC[C@@H]1C[N@@H+](CCC(C)C)CO1",
  "charge": 1,
  "largest_force_ev_per_a": 8.3,
  "lumo_energy_ev": -2.5,
  "gap_ev": 10.47,
  "homo_energy_ev": -12.92
}

***

No. 2
{
  "formula": "C13H26O2Si3",
  "method": "ωB97M-V/def2-TZVPD",
  "elements": ["Si", "Si", "Si", "O", "O", "C", "C", "C", "C", "C", "C", "C", "C", "C", "C", "C", "C", "C", "H", "H", "H", "H", "H", "H", "H", "H", "H", "H", "H", "H", "H", "H", "H", "H", "H", "H", "H", "H", "H", "H", "H", "H", "H", "H"],
  "positions_angstrom": [[1.333, 1.480, -1.882], [-0.678, -1.405, 0.900], [-0.892, -0.473, -2.091], [0.115, 0.743, -2.837], [-0.613, -0.459, -0.453], [2.914, 0.782, -2.452], [-1.442, 0.455, 2.716], [-2.323, -2.235, 1.048], [0.983, -2.492, 0.726], [1.057, 0.602, 3.859], [-1.091, 1.604, 3.411], [-2.709, -0.189, -2.351], [0.169, 1.653, 3.975], [-0.498, -0.543, 2.496], [-0.531, -2.243, -2.639], [1.218, 1.352, 0.022], [1.021, 3.325, -2.090], [0.764, -0.454, 3.078], [-3.375, -1.066, -2.222], [-2.412, -2.126, 2.149], [-1.842, 2.258, 3.846], [1.884, 0.644, 4.516], [-0.932, -2.197, -3.668], [-0.966, -2.997, -1.955], [-3.228, -1.731, 0.645], [0.747, -3.048, -0.196], [1.905, 3.795, -1.650], [0.053, 3.647, -1.719], [1.529, -1.130, 2.827], [-2.411, 0.359, 2.306], [-2.358, -3.221, 0.690], [3.729, 0.759, -1.755], [1.001, 3.452, -3.150], [-2.717, 0.343, -3.397], [1.855, 2.152, 0.415], [1.069, -3.292, 1.512], [0.194, 1.456, 0.341], [0.466, 2.600, 4.453], [-3.104, 0.561, -1.724], [3.281, 1.471, -3.234], [1.910, -2.019, 0.566], [1.541, 0.339, 0.329], [0.599, -2.295, -2.494], [2.785, -0.220, -2.867]],
  "energy_ha": -1530.0991,
  "largest_force_ev_per_a": 3.6,
  "lumo_energy_ev": 0.7,
  "gap_ev": 9.99,
  "relative_energy_ev": 0.875,
  "homo_energy_ev": -9.30
}

***

No. 3
{
  "formula": "C13H27BNO6Tl",
  "method": "ωB97M-V/def2-TZVPD",
  "elements": ["Tl", "O", "O", "O", "O", "O", "O", "N", "C", "C", "C", "C", "C", "C", "C", "C", "C", "C", "C", "C", "C", "B", "H", "H", "H", "H", "H", "H", "H", "H", "H", "H", "H", "H", "H", "H", "H", "H", "H", "H", "H", "H", "H", "H", "H", "H", "H", "H", "H"],
  "positions_angstrom": [[0.394, -0.398, 0.099], [1.714, 1.270, 2.169], [0.124, -1.198, 2.799], [3.067, 0.718, -0.456], [0.904, 1.060, -2.371], [-2.041, 0.227, 1.525], [-1.680, 0.993, -1.234], [-0.678, -2.638, -0.967], [-1.367, -2.789, -1.886], [2.171, 0.513, -2.669], [-0.174, 0.425, -3.063], [-1.456, 1.092, -2.640], [1.302, 0.855, 3.462], [-1.202, -1.079, 3.304], [-2.811, 0.230, -0.816], [-3.088, 0.588, 0.621], [-2.176, -1.038, 2.158], [3.405, 1.673, 0.534], [3.203, 1.176, -1.796], [3.099, 1.112, 1.901], [1.142, -0.643, 3.617], [-2.356, -2.831, -3.140], [2.431, 0.685, -3.721], [-1.312, -0.160, 3.888], [3.075, 2.262, -1.846], [3.392, 0.057, 1.930], [-2.634, -0.837, -0.950], [2.177, -0.573, -2.502], [-0.193, -0.646, -2.840], [-0.055, 0.543, -4.146], [-3.193, -1.158, 2.550], [-3.691, 0.497, -1.411], [0.955, -0.868, 4.674], [-2.064, -3.759, -3.862], [2.013, 1.209, 4.219], [-2.286, 0.651, -3.195], [2.062, -1.159, 3.338], [-2.201, -1.763, -3.715], [4.203, 0.928, -2.167], [2.825, 2.590, 0.384], [-3.185, 1.672, 0.695], [-3.490, -2.924, -2.712], [-1.983, -1.859, 1.454], [-4.032, 0.133, 0.939], [3.685, 1.649, 2.654], [-1.394, 2.157, -2.877], [0.351, 1.359, 3.641], [-1.425, -1.934, 3.950], [4.470, 1.929, 0.477]],
  "energy_ha": -1214.9861,
  "largest_force_ev_per_a": 0.3,
  "lumo_energy_ev": 0.4,
  "gap_ev": 9.11,
  "relative_energy_ev": 0.128,
  "homo_energy_ev": -8.73
}

***

No. 4
{
  "formula": "C13H27Br8O6PS",
  "method": "ωB97M-V/def2-TZVPD",
  "elements": ["Br", "Br", "Br", "Br", "Br", "Br", "Br", "Br", "S", "P", "O", "O", "O", "O", "O", "O", "C", "C", "C", "C", "C", "C", "C", "C", "C", "C", "C", "C", "C", "H", "H", "H", "H", "H", "H", "H", "H", "H", "H", "H", "H", "H", "H", "H", "H", "H", "H", "H", "H", "H", "H", "H", "H", "H", "H", "H"],
  "positions_angstrom": [[0.030, 1.931, 4.590], [4.018, -1.314, 1.644], [4.302, 0.692, -2.070], [-5.277, 2.646, -0.964], [-2.937, 1.419, 1.621], [1.672, 5.002, 5.818], [1.250, -1.270, 4.070], [7.005, 0.585, -4.580], [-4.756, -1.467, -2.686], [0.805, -1.543, -1.993], [-4.838, -2.404, -3.837], [1.530, -1.895, -0.723], [0.121, -2.907, -2.654], [-6.125, -1.162, -2.217], [-3.819, -2.214, -1.560], [1.902, -1.020, -3.126], [1.888, 2.237, 5.091], [1.993, 3.139, 6.292], [3.624, -2.552, 3.092], [-2.766, 0.602, -2.549], [5.140, -0.840, -2.935], [-4.011, 0.078, -3.318], [-1.929, -0.665, -2.139], [-2.760, -1.399, -1.052], [-5.438, 2.674, 0.978], [-4.115, 2.972, 1.636], [2.140, -2.780, 3.218], [6.621, -0.631, -3.106], [-0.508, -0.263, -1.667], [2.287, 1.249, 5.317], [-3.070, 1.069, -1.594], [-0.227, 0.622, -2.270], [-6.156, 3.463, 1.193], [-3.679, -0.156, -4.343], [7.098, -0.216, -2.223], [1.285, 2.887, 7.077], [-0.449, 0.036, -0.611], [1.939, -3.633, 3.865], [-0.208, -2.626, -3.516], [-1.894, -1.284, -3.057], [4.074, -2.143, 3.992], [-3.082, -0.649, -0.311], [-2.076, -2.084, -0.521], [-5.857, 1.717, 1.273], [3.003, 3.118, 6.698], [-4.257, 3.210, 2.688], [2.220, -0.130, -2.888], [-3.574, 3.781, 1.154], [-4.811, 0.823, -3.433], [2.389, 2.634, 4.214], [1.651, -2.930, 2.259], [7.109, -1.566, -3.373], [4.130, -3.478, 2.826], [-2.170, 1.310, -3.143], [4.944, -1.682, -2.272], [4.619, -0.996, -3.875]],
  "energy_ha": -22294.6916,
  "smiles": "O=P(O)(O)C[C@@H]1CCS(=O)(=O)OC1.BrCCBr.BrCCBr.BrCCBr.BrCCBr",
  "largest_force_ev_per_a": 5.8,
  "lumo_energy_ev": 0.1,
  "gap_ev": 9.97,
  "homo_energy_ev": -9.83
}

***

No. 5
{
  "formula": "C13H27BrO10P",
  "method": "ωB97M-V/def2-TZVPD",
  "elements": ["Br", "P", "O", "O", "O", "O", "O", "O", "O", "O", "O", "O", "C", "C", "C", "C", "C", "C", "C", "C", "C", "C", "C", "C", "C", "H", "H", "H", "H", "H", "H", "H", "H", "H", "H", "H", "H", "H", "H", "H", "H", "H", "H", "H", "H", "H", "H", "H", "H", "H", "H", "H"],
  "positions_angstrom": [[-0.345, 1.399, 3.258], [1.136, 3.209, -0.427], [1.971, 2.637, 2.460], [1.189, -8.566, 2.395], [1.132, 0.541, -0.407], [0.508, -7.101, 0.819], [-5.217, 7.216, -1.199], [2.122, -1.485, 0.084], [-1.845, 6.393, -2.171], [-0.068, 5.047, -1.973], [-0.801, -8.769, 1.592], [2.111, -3.482, -2.244], [1.186, -2.551, -0.162], [1.915, -3.684, -0.851], [1.966, 1.598, -0.741], [0.129, 3.230, 1.075], [-4.002, 6.537, -0.965], [2.456, -7.904, 2.427], [-1.142, 5.635, -1.253], [-1.832, -8.341, 0.697], [0.317, -8.052, 1.533], [-2.801, 7.272, -1.582], [0.809, 2.521, 2.224], [0.085, 3.670, -1.870], [1.585, -0.351, 0.638], [-2.663, -9.019, 0.863], [0.642, 3.323, -2.748], [0.054, 4.287, 1.368], [-0.865, 3.123, -1.822], [2.337, -6.864, 2.724], [-4.080, 5.558, -1.449], [0.767, -2.901, 0.789], [-1.494, -8.408, -0.335], [2.940, -7.956, 1.454], [1.327, -4.595, -0.711], [-0.877, 2.856, 0.888], [0.717, -0.561, 1.273], [-3.173, 7.901, -2.393], [2.369, 0.144, 1.220], [-3.850, 6.375, 0.112], [-0.727, 6.271, -0.453], [2.890, -3.804, -0.362], [-1.770, 4.838, -0.813], [-2.301, 7.919, -0.848], [-2.132, -7.319, 0.920], [0.377, -2.175, -0.802], [-5.305, 7.944, -0.574], [3.046, -8.437, 3.166], [2.158, 1.605, -1.824], [2.035, -2.545, -2.446], [2.076, 4.235, -0.319], [2.938, 1.588, -0.234]],
  "energy_ha": -4178.9722,
  "charge": 1,
  "largest_force_ev_per_a": 0.7,
  "lumo_energy_ev": -3.4,
  "gap_ev": 9.06,
  "homo_energy_ev": -12.45
}